[1]
10
Properties=species:S:1:pos:R:3:forces:R:3 method="wB97M-V/def2-TZVPD" total_charge=+1 homo_ev=-14.603 de_lowest_ev=3.464 lumo_ev=-9.2 energy_ha=-1565.643933 largest_force_ev_per_a=8.920
Sn -21.509569 9.704203 5.877337 2.259 -1.189 -1.967
N -19.721199 8.376628 4.220734 -0.259 3.165 -0.363
S -18.757339 7.124177 4.139041 -1.137 -8.083 3.599
O -17.565287 7.219806 4.898787 0.180 0.730 -0.840
O -18.933644 6.317687 2.984353 0.902 1.535 -0.866
F -19.665947 6.192627 5.136212 -0.046 1.073 0.191
S -18.706377 9.348130 3.266206 -0.874 4.516 -0.144
O -18.880070 9.149715 1.881655 -0.230 -0.382 0.336
O -17.477559 9.730153 3.847347 0.109 -0.848 0.000
F -19.563041 10.722308 3.647395 -0.904 -0.519 0.054

[2]
8
Properties=species:S:1:pos:R:3:forces:R:3 method="wB97M-V/def2-TZVPD" total_charge=0 homo_ev=-10.154 de_lowest_ev=0.000 lumo_ev=-1.3 energy_ha=-1619.921710 largest_force_ev_per_a=2.382
O -1.232124 1.465423 -0.960419 0.179 0.833 -0.171
O 1.713632 0.967891 -1.203143 -0.066 0.142 -0.764
O -0.122929 -1.195978 1.851225 0.206 0.057 -2.055
F -2.812750 -0.243421 -0.267202 0.877 0.701 0.865
F 2.513430 -1.136410 -0.073735 -0.652 1.244 0.070
S -1.593708 0.781060 0.242570 -0.878 -1.587 -1.105
S 1.681975 0.317675 0.060230 0.911 -1.348 0.849
S -0.147526 -0.956239 0.350474 -0.577 -0.041 2.311

[3]
4
Properties=species:S:1:pos:R:3:forces:R:3 method="wB97M-V/def2-TZVPD" total_charge=+2 spin_multiplicity=3 homo_ev="-19.552 / -19.543" lumo_ev="-12.6 / -12.7" energy_ha=-1625.493436 largest_force_ev_per_a=3.811
F 1.878938 -0.907985 0.248132 -0.962 2.270 0.070
P 1.394033 0.616511 0.418046 1.095 -2.149 0.132
F -2.140460 -0.255587 0.447410 1.990 1.502 -2.883
Tm -1.132511 0.547061 -1.113589 -2.122 -1.623 2.681

[4]
6
Properties=species:S:1:pos:R:3:forces:R:3 method="wB97M-V/def2-TZVPD" total_charge=0 homo_ev=-11.593 de_lowest_ev=0.716 lumo_ev=-0.4 energy_ha=-696.379756 largest_force_ev_per_a=4.873
N -0.316887 -0.576008 0.360000 -1.713 0.896 0.517
P -1.692311 -0.040171 0.032339 -2.993 0.951 0.119
F -2.588782 1.518588 0.252182 3.005 -3.677 -1.096
F -2.689293 -0.746999 0.977486 0.110 0.032 -0.400
F -2.226561 -0.513523 -1.390212 0.163 1.242 1.445
H 0.561649 -0.289891 0.051978 1.429 0.557 -0.586

[5]
6
Properties=species:S:1:pos:R:3:forces:R:3 method="wB97M-V/def2-TZVPD" total_charge=0 homo_ev=-10.497 de_lowest_ev=3.922 lumo_ev=-0.7 energy_ha=-665.048342 largest_force_ev_per_a=6.138
O 1.788719 -0.385573 -0.217162 -3.415 3.365 3.833
F -1.353452 -0.963955 -0.239602 -0.815 -1.193 0.336
F -0.907521 1.402048 -0.709105 0.184 -0.165 0.804
F -0.579046 0.662012 1.778298 -0.298 -0.131 0.356
Si -0.561443 0.233041 0.296261 5.069 0.369 -2.560
H 1.612744 -0.947574 -0.908690 -0.725 -2.245 -2.769

[6]
4
Properties=species:S:1:pos:R:3:forces:R:3 method="wB97M-V/def2-TZVPD" total_charge=0 homo_ev="-12.342 / -12.344" de_lowest_ev=1.388 lumo_ev="-3.6 / -3.6" energy_ha=-354.074251 largest_force_ev_per_a=3.366
N 0.110369 -0.264304 0.332585 0.263 -1.794 -2.437
F 0.437634 0.924592 0.661999 -1.019 0.511 0.035
F 0.634725 -0.121238 -1.678477 -1.276 -0.092 3.114
F -1.248422 -0.439136 0.520278 2.032 1.375 -0.711